Below is a molecular structure, C4H8N3 in a non-equilibrium geometry, with properties calculated with ωB97M-V/def2-TZVPD.

Structure (XYZ):
```
15
Properties=species:S:1:pos:R:3:lowdin_charge:R:1
C 1.1524 1.0047 0.0577 -0.10
C 1.3075 -0.6930 -0.9789 0.14
C -1.0728 1.1990 -0.1899 -0.13
C -1.0669 -0.3637 0.1677 -0.04
N 0.2501 1.6348 -0.5165 0.12
N 1.1486 -0.0476 1.0757 0.05
N 0.3511 -0.8396 0.2039 -0.16
H 0.8070 -0.7813 -1.9318 0.10
H 2.2397 -1.2293 -0.7997 0.10
H -1.7140 1.3517 -1.0386 0.12
H -1.5671 1.5703 0.6914 0.12
H -1.3793 -0.5690 1.1858 0.13
H -1.7275 -0.8254 -0.4739 0.11
H 0.7830 0.4442 1.9602 0.19
H 0.4883 -1.8558 0.5867 0.24
```

Properties
Total charge = +1
HOMO level (spin up / spin down) = -13.7160 / -13.6941 eV
Gap between HOMO and LUMO (spin up / spin down) = 8.29 / 8.19 eV
Energy above the lowest of the compared OMol25 structures with the same formula, charge and spin = 8.647 eV